A structure of composition C47H38As2Cl2N2O2OsS. Source: the Open Molecules 2025 dataset; level of theory: ωB97M-V/def2-TZVPD.

Computed properties:
ΔE to the lowest compared entry with this formula, charge and spin: 0.0 kcal per mole
HOMO energy (spin up / spin down): -12.51 / -13.07 eV
2S+1: 5
charge: +2

Last column: Löwdin charge in e.
CARTESIAN COORDINATES (ANGSTROEM)
Os -0.0151 0.0390 -0.5664  1.22
Cl -3.3323 4.7616 -5.3025  0.74
C -2.7717 3.6848 -4.0832  -0.65
C -3.6506 3.2701 -3.0800  -0.08
C -3.2292 2.3897 -2.1049  -0.57
Cl -4.3213 1.8950 -0.8628  0.76
C -1.9197 1.8863 -2.1053  -0.36
O -1.5846 0.9900 -1.1858  -0.31
C -1.0259 2.3591 -3.0868  -0.14
C 0.3822 2.0255 -3.0845  -0.16
O 0.9753 1.4287 -2.1857  -0.12
C -1.4678 3.2413 -4.0850  -0.03
H -4.6671 3.6380 -3.0665  0.12
H 0.9674 2.3643 -3.9501  0.15
H -0.7764 3.5835 -4.8434  0.13
C 3.1120 -1.2936 -1.3858  -0.39
C 2.3182 -2.2809 -2.2460  -0.38
As 0.4075 -1.8006 -2.3915  1.23
C -0.5306 -3.3323 -1.6770  -0.39
C -0.2388 -4.6254 -2.1022  -0.09
C -0.9320 -5.7025 -1.5745  -0.05
C -1.9364 -5.4941 -0.6371  -0.06
C -2.2553 -4.2066 -0.2351  -0.07
C -1.5509 -3.1283 -0.7562  -0.16
C -0.0182 -1.8419 -4.2590  -0.38
C 0.6569 -2.6885 -5.1319  -0.10
C 0.2696 -2.7376 -6.4637  -0.05
C -0.7764 -1.9472 -6.9172  -0.05
C -1.4468 -1.1025 -6.0441  -0.06
C -1.0661 -1.0452 -4.7113  -0.11
As 2.1190 -0.9356 0.2328  1.19
C 2.2388 -2.5517 1.2607  -0.36
C 1.1258 -3.3039 1.6088  -0.11
C 1.2930 -4.4677 2.3478  -0.06
C 2.5626 -4.8680 2.7342  -0.05
C 3.6729 -4.1051 2.3961  -0.05
C 3.5157 -2.9413 1.6601  -0.09
C 2.9539 0.4266 1.2825  -0.31
C 4.2327 0.8758 0.9906  -0.08
C 4.7669 1.9385 1.7085  -0.06
C 4.0057 2.5356 2.6968  -0.04
C 2.7195 2.0839 2.9774  0.00
C 2.1670 1.0225 2.2762  -0.18
H 3.2273 -0.3356 -1.8984  0.08
H 4.1009 -1.6892 -1.1409  0.09
H 2.3580 -3.2946 -1.8410  0.08
H 2.7407 -2.2965 -3.2516  0.07
H 0.5285 -4.8051 -2.8464  0.10
H -0.6990 -6.7054 -1.9044  0.12
H -2.4806 -6.3371 -0.2341  0.12
H -3.0555 -4.0381 0.4729  0.11
H -1.8400 -2.1195 -0.4537  0.07
H 1.4731 -3.3166 -4.7958  0.10
H 0.7881 -3.3953 -7.1475  0.12
H -1.0700 -1.9899 -7.9569  0.12
H -2.2671 -0.4935 -6.3973  0.11
H -1.5960 -0.3893 -4.0278  0.09
H 0.1333 -2.9980 1.3116  0.08
H 0.4297 -5.0595 2.6187  0.11
H 2.6914 -5.7762 3.3063  0.12
H 4.6599 -4.4113 2.7118  0.12
H 4.3868 -2.3413 1.4181  0.11
H 4.8220 0.4052 0.2121  0.11
H 5.7668 2.2895 1.4964  0.12
H 4.4125 3.3598 3.2662  0.12
H 2.1701 2.5562 3.7782  0.10
H 0.7861 -0.5848 2.4124  0.08
N -4.4099 5.6689 2.1009  0.11
C -3.2138 5.7446 1.4980  -0.82
S -2.5834 7.1108 0.8760  0.78
C -2.4340 4.4465 1.4593  -0.18
C -1.3406 4.3388 0.5959  0.00
C -0.5917 3.1935 0.5765  -0.01
N -0.8861 2.1476 1.3840  -0.06
C -1.9548 2.2147 2.2042  -0.01
C -2.7330 3.3510 2.2634  0.03
H -4.9623 6.5105 2.1554  0.11
H -4.8394 4.8092 2.3910  0.10
H -1.0787 5.1692 -0.0443  0.09
H 0.2791 3.0670 -0.0517  0.14
H -2.1742 1.3273 2.7746  0.15
H -3.5634 3.3340 2.9533  0.13
C -0.1049 0.9330 1.2993  -0.23
C 0.7282 0.5059 2.5065  -0.26
C 0.2027 0.7348 3.9078  -0.20
C -0.0577 1.9952 4.4475  -0.08
C -0.5090 2.1304 5.7515  -0.06
C -0.7050 1.0066 6.5420  -0.06
C -0.4474 -0.2505 6.0195  -0.05
C 0.0017 -0.3818 4.7133  -0.02
H 0.0906 2.8920 3.8590  0.11
H -0.6979 3.1163 6.1531  0.11
H -1.0515 1.1130 7.5601  0.11
H -0.5888 -1.1316 6.6295  0.11
H 0.2090 -1.3703 4.3188  0.11

---

A structure of composition C47H39As2N5OOs. Source: the Open Molecules 2025 dataset; level of theory: ωB97M-V/def2-TZVPD.

Computed properties:
ΔE to the lowest compared entry with this formula, charge and spin: 0.0 kcal per mole
HOMO energy (spin up / spin down): -17.52 / -17.79 eV
2S+1: 5
charge: +4

Last column: Löwdin charge in e.
CARTESIAN COORDINATES (ANGSTROEM)
Os -1.3282 0.5790 1.2964  1.13
C 4.6575 -0.9449 -11.0428  0.06
O 4.7682 0.1482 -10.0726  0.05
C 4.1619 0.1327 -8.9384  -0.21
C 4.3662 1.3011 -8.1278  0.10
C 3.7706 1.3888 -6.9084  0.03
C 2.9549 0.3347 -6.4356  -0.07
C 2.7584 -0.8226 -7.2411  0.04
C 3.3394 -0.9351 -8.4652  0.07
C 2.2925 0.3849 -5.1465  -0.22
N 1.5211 -0.5798 -4.6774  0.22
C 1.0832 -0.1386 -3.4734  -0.15
C 1.5975 1.1164 -3.1881  -0.10
N 2.3713 1.4385 -4.2644  0.21
C 1.3032 1.8219 -1.9743  -0.04
C 1.8008 3.0804 -1.6059  0.06
C 1.4230 3.6357 -0.4074  0.02
C 0.5566 2.9318 0.4248  -0.09
N 0.0840 1.7308 0.1037  -0.06
C 0.4298 1.1718 -1.0850  -0.14
C -0.1432 -0.1252 -1.3929  -0.15
N -1.0112 -0.6526 -0.4879  -0.05
C -1.4996 -1.8739 -0.6955  -0.09
C -1.1860 -2.6200 -1.8289  0.02
C -0.3487 -2.0816 -2.7771  0.07
C 0.1941 -0.8049 -2.5629  -0.05
H 5.2163 -0.5958 -11.9022  0.12
H 3.6091 -1.0889 -11.2926  0.12
H 5.1127 -1.8347 -10.6144  0.12
H 4.9957 2.0855 -8.5263  0.15
H 3.9360 2.2799 -6.3180  0.12
H 2.1314 -1.6150 -6.8580  0.13
H 3.1860 -1.8159 -9.0715  0.13
H 2.8949 2.2883 -4.3992  0.17
H 2.4743 3.6223 -2.2575  0.14
H 1.7835 4.6072 -0.1010  0.14
H 0.2366 3.3470 1.3705  0.12
H -2.1702 -2.2714 0.0564  0.12
H -1.6165 -3.6043 -1.9479  0.14
H -0.0964 -2.6245 -3.6788  0.14
C -2.0184 -1.8129 3.8639  -0.38
C -0.5702 -1.5238 4.2220  -0.39
As 0.3632 -0.5894 2.7914  1.20
C 1.7666 0.4202 3.5897  -0.40
C 2.8768 -0.2672 4.0779  -0.08
C 3.8766 0.4420 4.7255  -0.03
C 3.7675 1.8185 4.8799  -0.03
C 2.6580 2.4980 4.3943  -0.05
C 1.6511 1.7977 3.7465  -0.12
C 1.1492 -1.9247 1.6565  -0.40
C 0.7520 -3.2561 1.7415  -0.09
C 1.3585 -4.2036 0.9271  -0.04
C 2.3461 -3.8175 0.0311  -0.04
C 2.7346 -2.4849 -0.0552  -0.05
C 2.1365 -1.5321 0.7550  -0.12
As -2.8468 -0.1804 3.1965  1.18
C -4.5928 -0.5628 2.5220  -0.39
C -5.6639 -0.5595 3.4122  -0.08
C -6.9265 -0.9105 2.9551  -0.03
C -7.1161 -1.2544 1.6237  -0.03
C -6.0467 -1.2465 0.7348  -0.05
C -4.7823 -0.9019 1.1840  -0.14
C -3.0378 1.0107 4.6795  -0.39
C -3.6017 2.2673 4.4600  -0.11
C -3.8209 3.1158 5.5324  -0.04
C -3.4833 2.7099 6.8185  -0.02
C -2.9325 1.4556 7.0359  -0.03
C -2.7071 0.5981 5.9673  -0.09
H -2.5911 -2.1742 4.7197  0.10
H -2.1232 -2.5490 3.0645  0.07
H -0.4958 -0.8510 5.0774  0.07
H -0.0030 -2.4225 4.4694  0.10
H 2.9741 -1.3398 3.9543  0.12
H 4.7408 -0.0795 5.1138  0.13
H 4.5497 2.3632 5.3916  0.13
H 2.5735 3.5671 4.5352  0.12
H 0.7636 2.3194 3.4059  0.08
H -0.0018 -3.5772 2.4503  0.10
H 1.0756 -5.2446 1.0092  0.13
H 2.8329 -4.5619 -0.5849  0.12
H 3.5282 -2.1965 -0.7321  0.12
H 2.4753 -0.5013 0.7179  0.11
H -5.5258 -0.2847 4.4512  0.11
H -7.7626 -0.9139 3.6410  0.13
H -8.1028 -1.5270 1.2746  0.13
H -6.2044 -1.5077 -0.3029  0.12
H -3.9561 -0.8808 0.4773  0.06
H -3.8972 2.5800 3.4670  0.08
H -4.2664 4.0880 5.3713  0.12
H -3.6641 3.3702 7.6559  0.13
H -2.6870 1.1363 8.0396  0.13
H -2.3031 -0.3862 6.1656  0.10
N -3.6442 2.7216 0.7302  0.25
C -2.8105 1.9661 0.9645  -0.24
H -4.3753 3.3830 0.5184  0.15

---

A structure of composition C47H39BrN3O5P2ReS. Source: the Open Molecules 2025 dataset; level of theory: ωB97M-V/def2-TZVPD.

Computed properties:
ΔE to the lowest compared entry with this formula, charge and spin: 32.8 kcal per mole
HOMO energy (spin up / spin down): -15.14 / -15.14 eV
2S+1: 2
charge: +3

Last column: Löwdin charge in e.
CARTESIAN COORDINATES (ANGSTROEM)
Re -0.1791 -0.1722 0.2286  1.62
O 1.5800 0.4049 -0.4420  -0.64
P 2.3344 0.7901 -1.7776  1.07
C 2.3601 -0.8768 -2.6306  -0.36
P 1.2387 -2.1504 -1.9680  0.83
O -0.0003 -1.4554 -1.3703  -0.48
C 0.7666 -3.2722 -3.2569  -0.30
C 1.2937 -3.1912 -4.5461  -0.06
C 0.9122 -4.1188 -5.5041  -0.04
C 0.0085 -5.1184 -5.1762  -0.03
C -0.5158 -5.2037 -3.8907  -0.04
C -0.1346 -4.2891 -2.9279  -0.07
C 2.0744 -3.0611 -0.6755  -0.28
C 2.8568 -4.1613 -1.0298  -0.05
C 3.5045 -4.8973 -0.0506  -0.03
C 3.3496 -4.5614 1.2876  -0.03
C 2.5654 -3.4729 1.6507  -0.08
C 1.9484 -2.7176 0.6691  -0.12
C 3.9360 0.7952 1.2997  -0.18
C 3.8239 2.1704 1.5529  0.00
C 3.3406 2.6241 2.7659  -0.04
C 2.9499 1.7180 3.7415  -0.04
C 3.0534 0.3503 3.5070  -0.05
C 3.5503 -0.1073 2.3031  -0.02
C 4.4609 0.3073 0.0300  -0.14
C 4.3498 1.0945 -1.1709  -0.26
C 5.0913 0.7168 -2.3426  -0.06
C 5.7478 -0.4747 -2.3884  -0.05
C 5.7127 -1.3136 -1.2554  0.01
C 5.0850 -0.9421 -0.0851  0.01
H 3.3669 -1.2939 -2.6982  0.06
H 2.0329 -0.6432 -3.6492  0.06
H 2.0014 -2.4206 -4.8190  0.10
H 1.3204 -4.0605 -6.5032  0.12
H -0.2870 -5.8414 -5.9243  0.13
H -1.2145 -5.9909 -3.6442  0.12
H -0.5312 -4.3690 -1.9218  0.11
H 2.9414 -4.4651 -2.0663  0.12
H 4.1068 -5.7506 -0.3287  0.13
H 3.8314 -5.1570 2.0513  0.13
H 2.4395 -3.2212 2.6950  0.11
H 1.3840 -1.8351 0.9909  0.03
H 4.1644 2.8981 0.8303  0.12
H 3.2818 3.6863 2.9568  0.13
H 2.5809 2.0741 4.6935  0.12
H 2.7704 -0.3521 4.2795  0.12
H 3.6478 -1.1702 2.1375  0.08
H 4.1790 2.1609 -1.0535  0.11
H 5.1080 1.3952 -3.1866  0.14
H 6.3123 -0.7668 -3.2625  0.13
H 6.2403 -2.2586 -1.2879  0.13
H 5.1736 -1.5784 0.7826  0.13
O -0.2469 4.9520 2.5936  0.10
C -0.7263 4.0970 3.5104  -0.24
C -1.2017 4.5354 4.7473  0.01
C -1.6883 3.6302 5.6655  -0.03
C -1.7206 2.2641 5.3779  -0.05
C -1.2568 1.8237 4.1603  -0.02
C -0.7510 2.7204 3.2071  -0.08
C -0.2023 2.2586 1.9397  -0.42
O 0.4125 2.8347 1.1007  0.14
O -0.3679 0.8303 1.7639  -0.30
H -0.2905 5.8576 2.9337  0.14
H -1.1827 5.5928 4.9808  0.13
H -2.0462 3.9901 6.6208  0.13
H -2.1063 1.5649 6.1046  0.12
H -1.2696 0.7696 3.9297  0.07
Br -0.5903 -2.0119 3.1721  0.93
C -1.8502 -2.2805 1.8031  -0.67
C -2.8433 -3.2199 2.0328  -0.07
C -3.7656 -3.4752 1.0359  0.01
C -3.6622 -2.7848 -0.1653  0.00
C -2.6596 -1.8547 -0.3062  -0.13
N -1.7585 -1.5745 0.6638  -0.13
H -2.8732 -3.7409 2.9781  0.12
H -4.5489 -4.2041 1.1947  0.14
H -4.3523 -2.9540 -0.9788  0.13
H -2.5419 -1.2965 -1.2236  0.11
S -4.1315 4.2263 -2.6767  1.12
C -3.1607 3.0376 -1.8889  -0.48
C -3.6036 2.1653 -0.8850  -0.01
C -2.7394 1.2395 -0.3599  -0.10
N -1.4516 1.1102 -0.7536  -0.11
C -1.0104 1.9902 -1.6780  -0.10
C -1.8146 2.9189 -2.2742  -0.04
C -5.6660 4.0938 -1.7824  -0.53
C -5.8162 4.7388 -0.5614  -0.08
C -7.0377 4.6180 0.0852  -0.12
N -8.0618 3.9297 -0.4061  0.09
C -7.9110 3.3406 -1.5829  -0.11
C -6.7313 3.3869 -2.3188  -0.07
H -4.6169 2.2119 -0.5114  0.12
H -3.0734 0.5824 0.4307  0.12
H 0.0361 1.9376 -1.9392  0.06
H -1.3920 3.5720 -3.0249  0.13
H -5.0148 5.3221 -0.1294  0.11
H -7.1993 5.1063 1.0388  0.12
H -8.7696 2.8028 -1.9677  0.12
H -6.6596 2.8906 -3.2761  0.11